The following is a DFT calculation (ωB97M-V with the def2-TZVPD basis set) of 13 unconnected molecules or ions with the total composition C39H111F6N9O12P at a distorted geometry.

Properties
E_LUMO (alpha / beta)   0.186 / -3.960 eV
F_max   3.64 eV/Å
HOMO (alpha / beta)   -0.318 / -0.310 hartree
2S+1   2

Element x y z (Å)
P (0.74559, -0.05202, 0.40280)
F (-0.73253, -0.73757, 0.16339)
F (1.17098, -1.02843, -0.86471)
F (0.28610, 0.99894, -0.76621)
F (2.27731, 0.66520, 0.45687)
F (0.12510, 0.88921, 1.56040)
F (1.27149, -1.14867, 1.44735)
C (3.40055, -0.17456, -2.97189)
C (4.86802, 0.31494, -2.93115)
C (5.58478, -0.00255, -1.62670)
O (6.84052, 0.62772, -1.67732)
C (7.56120, 0.55429, -0.47123)
N (5.55596, -0.23672, -4.06697)
H (3.03321, -0.15384, -3.99791)
H (2.80384, 0.47127, -2.32773)
H (3.26514, -1.21608, -2.68034)
H (4.94109, 1.37470, -3.17547)
H (5.64854, -1.08983, -1.58374)
H (5.09326, 0.48055, -0.78223)
H (6.91471, 0.86988, 0.34764)
H (8.39113, 1.25815, -0.53372)
H (7.84419, -0.49595, -0.40036)
H (6.51612, 0.07651, -4.05788)
H (5.11446, 0.25927, -4.82800)
C (-2.24906, 3.09287, 0.57256)
C (-3.30919, 4.18276, 0.60201)
C (-4.68485, 3.65255, 0.34508)
O (-4.83089, 3.16903, -0.98947)
C (-6.17841, 2.87062, -1.35751)
N (-3.21204, 4.91802, 1.88079)
H (-2.38957, 2.42930, -0.28068)
H (-2.23865, 2.43607, 1.44240)
H (-1.23893, 3.49856, 0.51631)
H (-3.11020, 4.94894, -0.14731)
H (-5.46208, 4.39033, 0.54430)
H (-4.82310, 2.90157, 1.12290)
H (-6.15090, 2.39722, -2.33896)
H (-6.81244, 3.75554, -1.30250)
H (-6.54831, 2.12205, -0.65687)
H (-4.09698, 5.40286, 1.92463)
H (-3.26997, 4.29220, 2.67142)
C (-0.60023, 3.26187, -2.84150)
C (-1.73036, 4.25193, -3.23012)
C (-1.48339, 5.33020, -4.33674)
O (-0.32405, 6.05460, -4.00574)
C (0.03747, 7.12365, -4.91577)
N (-2.85014, 3.53210, -3.78844)
H (-0.84439, 2.62465, -1.99154)
H (0.25594, 3.84196, -2.49716)
H (-0.27199, 2.71089, -3.72286)
H (-2.14239, 4.76873, -2.36337)
H (-2.32407, 6.01213, -4.46460)
H (-1.26995, 4.91859, -5.32320)
H (0.42414, 6.67126, -5.82897)
H (0.89365, 7.67671, -4.52951)
H (-0.82791, 7.74263, -5.15259)
H (-3.58436, 4.22291, -3.85014)
H (-3.29723, 2.91546, -3.12514)
C (3.15966, -3.74157, -0.05737)
C (1.95328, -4.25396, -0.90230)
C (2.06401, -5.75501, -1.21495)
O (0.87404, -6.25253, -1.80999)
C (1.02281, -7.55334, -2.29116)
N (0.79376, -3.91575, -0.12710)
H (3.11835, -2.66901, 0.13236)
H (4.11801, -3.98990, -0.51344)
H (3.21435, -4.27772, 0.89008)
H (1.98177, -3.68362, -1.83074)
H (2.22206, -6.31852, -0.29540)
H (2.91944, -5.90273, -1.87413)
H (1.61000, -7.64989, -3.20439)
H (-0.02019, -7.80128, -2.48811)
H (1.55854, -8.14012, -1.54499)
H (0.87023, -2.92649, 0.06163)
H (0.98867, -4.30261, 0.78528)
C (-1.48242, -3.69865, 2.31792)
C (-2.71812, -3.36916, 1.54804)
C (-3.35223, -2.14884, 2.28246)
O (-4.55381, -1.71929, 1.77507)
C (-5.05690, -0.55786, 2.32746)
N (-2.46122, -3.11904, 0.10686)
H (-0.92230, -4.50274, 1.84063)
H (-1.65651, -4.11895, 3.30844)
H (-0.68402, -2.96889, 2.45246)
H (-3.44868, -4.16536, 1.69110)
H (-2.57057, -1.39522, 2.18679)
H (-3.36377, -2.31849, 3.35912)
H (-6.00867, -0.28060, 1.87430)
H (-4.30417, 0.22760, 2.25988)
H (-5.24627, -0.70500, 3.39075)
H (-3.29425, -2.70755, -0.28919)
H (-1.84799, -2.31968, 0.03571)
C (-5.37790, -3.29872, -4.14270)
C (-4.15852, -2.87536, -3.30481)
C (-4.55156, -1.69090, -2.44156)
O (-3.35658, -1.08182, -1.97927)
C (-3.58983, 0.24165, -1.42946)
N (-3.66741, -3.98536, -2.48408)
H (-5.20418, -4.20319, -4.72566)
H (-5.63502, -2.55876, -4.90062)
H (-6.28836, -3.51201, -3.58262)
H (-3.32492, -2.58679, -3.94508)
H (-5.24054, -2.00921, -1.65920)
H (-5.03006, -1.00264, -3.13829)
H (-2.56794, 0.62075, -1.44048)
H (-3.85604, 0.25639, -0.37257)
H (-4.20021, 0.90629, -2.04084)
H (-4.51438, -4.16446, -1.96382)
H (-3.72794, -4.73016, -3.16357)
C (-0.51928, -0.65928, -4.24020)
C (-0.55084, -2.09282, -3.77872)
C (0.78998, -2.86971, -4.08528)
O (0.51411, -4.30166, -3.86096)
C (1.11373, -5.15888, -4.76462)
N (-0.95091, -2.13533, -2.40392)
H (-1.49927, -0.19352, -4.34403)
H (-0.06985, -0.66386, -5.23322)
H (0.08764, -0.11214, -3.51883)
H (-1.25367, -2.63967, -4.40728)
H (1.51913, -2.51184, -3.35838)
H (1.07855, -2.66331, -5.11593)
H (0.68292, -6.15618, -4.67571)
H (2.17908, -5.29456, -4.57828)
H (0.88704, -4.83549, -5.78056)
H (-0.43935, -1.41981, -1.90750)
H (-1.88823, -1.76088, -2.36767)
C (0.59927, 6.51996, 4.81252)
C (-0.18293, 6.38186, 3.55451)
C (0.01481, 5.04866, 2.82032)
O (1.36180, 4.81284, 2.44307)
C (1.66361, 3.53882, 1.95155)
N (-1.60894, 6.62483, 3.88193)
H (1.65713, 6.54177, 4.55068)
H (0.32777, 5.63538, 5.38864)
H (0.44836, 7.42547, 5.40020)
H (0.11311, 7.22855, 2.93518)
H (-0.60106, 5.12169, 1.92396)
H (-0.43295, 4.23625, 3.39269)
H (2.68408, 3.45831, 1.57705)
H (1.03955, 3.38908, 1.07051)
H (1.38761, 2.75868, 2.66099)
H (-1.72261, 6.01568, 4.67949)
H (-2.12815, 6.21148, 3.12057)
C (0.91817, -3.34133, 5.36871)
C (2.45247, -3.12491, 5.30570)
C (3.19715, -4.18564, 6.04825)
O (2.90300, -4.37757, 7.37767)
C (2.94409, -3.23248, 8.18564)
N (2.84391, -3.12044, 3.93300)
H (0.52259, -3.35481, 6.38431)
H (0.50947, -4.25951, 4.94678)
H (0.45395, -2.52357, 4.81747)
H (2.65559, -2.16468, 5.77984)
H (4.26342, -4.00010, 5.91890)
H (3.13314, -5.16884, 5.58208)
H (3.71426, -2.48933, 7.97909)
H (3.03437, -3.66261, 9.18311)
H (1.99629, -2.69417, 8.18530)
H (2.78875, -2.20085, 3.51899)
H (3.81356, -3.37149, 3.80315)
C (-0.43003, 1.15816, 4.47135)
O (-1.04650, 1.41444, 5.73812)
H (0.64947, 1.30216, 4.42627)
H (-0.65222, 0.14422, 4.13870)
H (-0.77010, 1.84655, 3.69767)
H (-0.95111, 0.62914, 6.28200)
C (3.11725, 3.63446, -1.72649)
O (3.86020, 2.85971, -0.85068)
H (2.46111, 3.11774, -2.42689)
H (2.41702, 4.10490, -1.03621)
H (3.62296, 4.44983, -2.24372)
H (3.32177, 2.15026, -0.49238)
C (3.92936, 0.77245, 3.10187)
O (3.62510, -0.56642, 2.72581)
H (4.56986, 1.13852, 2.29946)
H (3.02672, 1.37097, 3.22477)
H (4.54771, 0.83363, 3.99741)
H (3.09433, -0.51800, 1.92735)